ORCA calculation (ωB97M-V/def2-TZVPD) on a structure of composition C51H36N11O2S2SeSr.

The geometry in XYZ format:
```
104
Properties=species:S:1:pos:R:3:mulliken_charge:R:1
Sr -0.40917 -1.35456 0.52860 2.4183
C 4.13833 -0.60689 -1.42095 -1.0743
C 2.90276 -1.17460 -0.96844 -0.6328
N 2.19179 -0.59771 -0.01134 0.4780
C 2.65950 0.46096 0.62115 -0.8896
C 3.88012 1.08743 0.25178 1.6983
C 4.69288 0.47018 -0.76901 -1.0488
C 4.29935 2.28210 0.91459 -0.8887
C 3.46143 2.86650 1.82875 -0.6440
C 2.30509 2.17237 2.24312 -1.0960
C 1.82865 1.01796 1.61999 -0.2737
N 0.51867 0.59890 1.82077 1.4169
C -0.32560 1.22155 2.65538 -0.3040
C -0.56644 2.61375 2.59784 -0.1482
C -1.41565 3.23251 3.52138 -1.0323
C -2.10535 2.47133 4.48208 -0.8686
C -1.93363 1.10140 4.55787 0.6969
C -2.72944 0.33640 5.41115 -0.7456
C -2.59855 -1.00461 5.41181 -1.1352
C -1.94127 -1.57447 4.35946 -0.2464
N -1.27943 -0.88983 3.38620 0.4224
C -1.15244 0.44096 3.51487 -0.3269
H 4.59537 -1.08206 -2.24959 0.5238
H 2.42925 -2.02385 -1.41637 0.5609
H 5.77470 0.62955 -0.76690 0.4684
H 5.26118 2.79401 0.51565 0.2370
H 3.85559 3.79523 2.35030 0.3353
H 1.68084 2.47645 3.08046 0.7485
H -0.02685 3.15229 1.81569 0.7821
H -1.59448 4.28366 3.48385 0.4523
H -2.83044 2.95838 5.17685 0.3111
H -3.49290 0.75689 6.01181 0.4760
H -3.02465 -1.60497 6.25154 0.3759
H -2.00031 -2.64090 4.13340 0.5695
O 1.05194 -5.47191 7.50299 -0.4682
C 1.13171 -6.16033 6.34982 0.5814
O 1.34882 -7.34474 6.52640 -0.5517
C 0.87404 -5.51652 4.99677 0.6586
C 0.63661 -6.37382 3.93279 -1.1745
C 0.39483 -5.85556 2.68380 -0.7709
C 0.30440 -4.43180 2.44350 0.5908
C 0.66066 -3.55237 3.49696 0.0359
C 0.99289 -4.13693 4.79781 -0.9811
N 0.07647 -3.84578 1.22238 0.4456
C -0.11353 -4.59051 0.20157 -0.0156
C -0.13854 -4.24097 -1.17581 -0.0560
C -0.03220 -5.16934 -2.20867 -0.9784
C -0.39478 -4.78725 -3.46675 -0.2337
C -0.74363 -3.42048 -3.76517 -0.9379
C -0.69021 -2.52262 -2.68381 -0.9263
N -0.44392 -2.91870 -1.40617 0.2388
H 0.72955 -4.54509 7.48099 0.3191
H 0.58785 -7.43045 4.10229 0.4898
H 0.07122 -6.62239 1.94923 0.1662
H 0.78438 -2.42552 3.38613 0.3224
H 1.38415 -3.46276 5.60946 0.2596
H -0.25985 -5.62775 0.34172 0.2268
H 0.22293 -6.21190 -1.89855 0.4511
H -0.35437 -5.56655 -4.24856 0.3939
H -0.95482 -3.17759 -4.82834 0.3811
H -0.85495 -1.51724 -2.78418 0.9778
C -0.46397 1.43875 -6.10029 -0.5238
C 0.87514 1.96373 -6.25696 0.3527
N 1.48676 2.46099 -5.19083 -0.2283
C 2.55792 3.24041 -5.48574 -0.1069
C 2.78208 3.29932 -6.89503 -0.4835
S 1.73623 2.16574 -7.75835 -0.1651
C 3.14822 4.08880 -4.49785 0.6684
C 4.12533 5.09637 -4.85124 -0.6379
S 4.58774 6.06527 -3.51063 -0.1593
C 3.44909 5.09388 -2.50933 0.4674
N 2.91385 4.06080 -3.14336 -0.2018
C 3.28379 5.34410 -1.04591 -0.6811
H -1.07453 2.01217 -5.30611 0.0269
H -0.41803 0.34486 -5.81376 0.0893
H -1.02377 1.50900 -7.06977 0.4155
H 3.58143 3.87474 -7.36100 0.3367
H 4.37438 5.43406 -5.84538 0.2875
H 3.39943 6.42027 -0.70914 0.4030
H 3.93002 4.72506 -0.41165 0.0749
H 2.23300 5.04483 -0.80944 0.1028
Se -6.43726 3.21686 -2.82575 0.2208
N -4.59594 3.39069 -2.76021 -0.7380
C -4.20840 2.41600 -1.93598 1.0986
C -2.80590 2.20901 -1.83280 0.6256
C -1.83318 3.03478 -2.48188 -0.9738
C -0.51926 2.66366 -2.42495 -0.7172
C -0.13445 1.44431 -1.74137 -1.2104
N -1.04792 0.75789 -1.02597 1.0028
C -2.37480 1.07570 -1.03946 -0.7763
C -3.33892 0.26324 -0.32060 -0.5437
N -2.93365 -0.81654 0.48901 1.0796
C -3.89110 -1.53703 1.10405 -0.4453
C -5.25177 -1.29405 1.08890 -1.0531
C -5.65536 -0.19258 0.31636 -0.5177
C -4.74985 0.48531 -0.47737 0.5827
C -5.25480 1.55517 -1.34290 0.4607
N -6.50150 1.76831 -1.68726 -0.8737
H -2.15367 3.99053 -2.94766 0.4279
H 0.29865 3.22262 -2.87893 0.5206
H 0.88649 1.08788 -1.75784 0.6493
H -3.55157 -2.41752 1.72173 0.2564
H -5.99316 -1.80875 1.69207 0.4475
H -6.75742 0.06197 0.13817 0.3779
```

For the strongest force on any atom, the calculation gives 5.104 eV Å⁻¹. The HOMO-LUMO gap is 4.27 eV. The relative energy (zero: lowest compared OMol25 entry of this formula, charge and spin) comes out at 49.34 kcal/mol. As for the net charge: +1. The calculation puts the HOMO energy at -8.262 eV.



ORCA calculation (ωB97M-V/def2-TZVPD) on a structure of composition C51H37IrN5OPS2.

The geometry in XYZ format:
```
98
Properties=species:S:1:pos:R:3:mulliken_charge:R:1
Ir -0.35040 -0.52968 0.73305 0.9537
O -2.50824 0.25816 2.16333 -0.5366
N -2.40520 0.29078 0.77072 0.7494
C -3.50583 0.53640 0.17353 -1.0714
C -3.65896 0.92330 -1.21751 -0.7338
C -4.96327 0.97284 -1.71989 -0.7100
C -5.22377 1.48067 -2.97649 -1.1451
C -4.18362 2.00800 -3.72712 -0.9158
C -2.88307 1.95453 -3.24755 -0.3201
C -2.59172 1.38342 -2.01552 1.0832
P -0.89388 1.03802 -1.36363 1.8771
C -0.80615 -0.62684 -2.30191 1.4908
C -0.24452 -1.79219 -1.78781 -0.4699
C -0.11284 -2.93337 -2.56521 -0.3946
C -0.52719 -2.92546 -3.88786 -1.0214
C -1.06668 -1.76670 -4.42100 -0.9773
C -1.20505 -0.62833 -3.63959 -0.5667
C -0.88657 2.51361 -0.18648 1.5727
C -0.41624 2.57507 1.11999 0.3718
C -0.31742 3.79680 1.77071 -1.0853
C -0.68596 4.96700 1.12495 -0.9043
C -1.16294 4.91385 -0.17426 -0.9811
C -1.26068 3.69507 -0.82902 -0.4797
H -3.44799 0.22979 2.42544 0.3556
H -4.41525 0.56726 0.77435 0.6230
H -5.77927 0.61332 -1.10372 0.5027
H -6.23512 1.49231 -3.35833 0.4186
H -4.38457 2.46086 -4.68885 0.4922
H -2.08767 2.38559 -3.84132 0.4928
H 0.11098 -1.78964 -0.74105 0.1175
H 0.32019 -3.82866 -2.13721 0.5380
H -0.42785 -3.81366 -4.49751 0.4352
H -1.38412 -1.74319 -5.45528 0.4819
H -1.62374 0.25259 -4.09793 0.4766
H -0.13637 1.67294 1.66207 -0.0841
H 0.05369 3.82754 2.78716 0.5635
H -0.60370 5.91695 1.63641 0.4348
H -1.45338 5.82176 -0.68668 0.5255
H -1.62192 3.66601 -1.84846 0.3736
C -4.93898 -3.45041 1.08411 -0.6423
C -4.07071 -3.22515 0.02650 -0.7072
C -2.76390 -2.83312 0.26644 0.1666
C -2.31414 -2.65649 1.57270 0.3396
C -3.17851 -2.92569 2.63827 -0.5599
C -4.48328 -3.30731 2.39056 -0.7247
N -0.99073 -2.17014 1.79971 1.0064
N -0.57159 -2.40045 2.95660 -0.8523
C 0.47592 -1.78389 3.55826 -0.5876
C 0.56923 -2.05600 4.93485 -0.2806
C 1.42037 -1.35060 5.75105 -1.0721
C 2.15153 -0.30088 5.21291 -0.6947
C 2.13674 -0.06077 3.84511 -1.2362
C 1.38009 -0.84213 2.98655 1.7246
H -5.95837 -3.76346 0.90129 0.4494
H -4.40593 -3.36438 -0.99309 0.4918
H -2.08195 -2.69274 -0.55927 0.1888
H -2.81923 -2.82151 3.65171 0.4401
H -5.14748 -3.49588 3.22340 0.4502
H -0.08028 -2.82544 5.32999 0.5248
H 1.49948 -1.59711 6.80052 0.4342
H 2.76110 0.31935 5.85584 0.5282
H 2.75095 0.73602 3.46285 0.5249
S 6.02387 -3.69645 2.18333 -0.1919
C 5.96868 -5.39856 2.18662 -0.3411
C 4.71582 -5.86988 1.93222 -0.6191
C 3.77919 -4.83452 1.73405 -0.4262
C 4.32739 -3.57998 1.83698 0.2956
C 3.67035 -2.28611 1.70261 1.1668
C 2.32583 -2.20127 1.44850 -1.2197
N 1.63033 -0.91344 1.50855 0.9401
C 2.50131 0.13150 0.99989 0.4878
C 3.85261 0.12852 1.38990 0.6505
C 4.62355 1.31888 1.19935 -0.9521
C 4.11877 2.34611 0.46730 -1.5086
C 2.90082 2.17863 -0.23877 0.7379
C 2.43658 3.12172 -1.17064 -1.0814
C 1.42206 2.84540 -2.06370 0.3900
C 0.80004 1.49810 -2.00916 -2.0108
N 1.09533 0.69285 -0.83513 -0.7108
C 2.10551 0.99921 -0.01565 -0.6598
C 1.10536 3.72405 -3.14277 0.5954
C 0.37308 3.43814 -4.28004 -0.2362
C 0.32419 4.50151 -5.19303 -0.8747
C 1.01436 5.59729 -4.75021 -0.3394
S 1.73471 5.34688 -3.23076 -0.1048
C 4.40929 -1.07719 1.83001 -1.0921
H 6.86320 -5.96550 2.38836 0.4612
H 4.47786 -6.92199 1.88953 0.4030
H 2.73646 -5.02692 1.52306 0.4355
H 1.68726 -3.06602 1.34813 0.3257
H 5.61122 1.37550 1.63927 0.5271
H 4.67346 3.26532 0.33127 0.5312
H 2.97893 4.05554 -1.25448 0.5591
H 0.99854 0.93571 -2.92502 1.3596
H -0.05968 2.46532 -4.47098 0.5532
H -0.18992 4.46858 -6.14183 0.4410
H 1.14810 6.53946 -5.25845 0.5095
H 5.45151 -1.10493 2.12035 0.5534
```

For the strongest force on any atom, the calculation gives 2.969 eV Å⁻¹. The HOMO-LUMO gap (alpha / beta) is 4.57 / 4.57 eV. The relative energy (zero: lowest compared OMol25 entry of this formula, charge and spin) comes out at 222.85 kcal/mol. As for the net charge: +2. The calculation puts the HOMO energy (alpha / beta) at -12.131 / -12.130 eV.